DFT (wB97M-V/def2-TZVPD) results for C56H34Cl2CoF4N4O2P2Si as an isolated structure in a non-equilibrium geometry.

Geometry (Å):
Co -0.09 0.78 -0.42
C -0.32 -4.14 -0.43
Si -1.02 -2.40 -0.62
C -2.85 -2.02 -0.34
C -3.73 -3.11 -0.32
C -5.08 -2.94 -0.10
C -5.59 -1.67 0.12
C -4.74 -0.58 0.08
C -3.38 -0.73 -0.15
P -2.36 0.80 -0.21
C -3.34 1.86 -1.33
C -4.39 2.67 -0.90
C -5.12 3.40 -1.82
C -4.82 3.33 -3.18
C -3.78 2.52 -3.61
C -3.04 1.79 -2.69
C -2.63 1.53 1.44
C -2.37 2.89 1.62
C -2.36 3.43 2.90
C -2.59 2.62 4.00
C -2.86 1.28 3.83
C -2.88 0.73 2.55
C -0.80 -2.21 -2.50
C -1.55 -3.16 -3.21
C -1.42 -3.31 -4.58
C -0.52 -2.53 -5.28
C 0.21 -1.56 -4.61
C 0.06 -1.39 -3.23
P 0.88 -0.02 -2.37
C 2.40 -0.74 -1.71
C 3.11 0.22 -0.81
C 4.40 -0.27 -0.28
C 4.77 -1.56 -0.42
C 3.98 -2.48 -1.15
C 2.82 -2.04 -1.81
C 1.49 1.05 -3.71
C 2.77 0.96 -4.24
C 3.13 1.75 -5.33
C 2.21 2.62 -5.89
C 0.93 2.72 -5.36
C 0.58 1.95 -4.27
H -0.85 -4.83 -1.10
H -0.34 -4.57 0.57
H 0.73 -4.12 -0.76
H -3.34 -4.11 -0.46
H -5.74 -3.80 -0.08
H -6.65 -1.53 0.32
H -5.15 0.41 0.24
H -4.62 2.75 0.15
H -5.94 4.03 -1.49
H -5.39 3.90 -3.89
H -3.54 2.46 -4.66
H -2.23 1.15 -3.01
H -2.19 3.52 0.76
H -2.16 4.49 3.03
H -2.56 3.05 5.00
H -3.05 0.65 4.69
H -3.07 -0.33 2.42
H -2.26 -3.78 -2.68
H -2.02 -4.05 -5.10
H -0.39 -2.66 -6.35
H 0.90 -0.93 -5.16
H 3.23 1.19 -1.32
H 5.04 0.45 0.22
H 5.71 -1.90 -0.01
H 4.29 -3.51 -1.23
H 2.26 -2.73 -2.43
H 3.49 0.27 -3.82
H 4.13 1.68 -5.74
H 2.49 3.22 -6.75
H 0.21 3.40 -5.79
H -0.41 2.04 -3.83
Cl 4.35 -3.77 5.19
C 2.02 -2.59 3.96
C 0.68 -3.07 3.69
C 0.01 -2.69 2.57
Cl -1.65 -3.12 2.51
C 0.58 -1.82 1.57
O -0.07 -1.41 0.43
C 1.87 -1.32 1.88
C 2.33 0.09 1.53
O 2.12 0.59 0.25
C 2.64 -1.86 2.88
H 0.19 -3.66 4.45
H 3.38 0.19 1.81
H 3.66 -1.51 3.02
F 0.22 1.13 2.07
C 1.52 1.07 2.52
C 1.48 0.46 3.89
F 0.41 -0.27 4.15
C 2.52 0.51 4.73
C 3.45 1.59 4.47
C 3.23 2.53 3.51
F 4.05 3.57 3.43
C 2.17 2.43 2.56
C 1.80 3.41 1.68
C 0.97 3.10 0.58
N 0.35 2.68 -0.31
C 2.25 4.76 1.79
N 2.54 5.87 1.88
F 4.52 1.67 5.21
C 2.81 -0.62 5.64
C 3.58 -0.43 6.83
N 4.18 -0.30 7.80
C 2.45 -1.86 5.25
N 2.72 -3.16 5.14

Computed properties:
* 2S+1: 5
* strongest force on any atom: 0.0264 hartree/bohr
* total charge: +1
* E: -168664.309 eV

DFT (wB97M-V/def2-TZVPD) results for C56H38AlAsF4N4P2 as an isolated structure in a non-equilibrium geometry.

Geometry (Å):
Al -0.57 1.76 -2.17
C -1.10 -3.70 -2.79
C 0.12 -3.53 -3.42
C 0.52 -2.28 -3.87
C -0.33 -1.18 -3.70
C -1.55 -1.35 -3.05
C -1.94 -2.61 -2.60
P 0.24 0.51 -4.06
C 1.49 0.41 -5.36
C 2.65 1.17 -5.28
C 3.57 1.11 -6.32
C 3.34 0.29 -7.41
C 2.17 -0.47 -7.48
C 1.24 -0.41 -6.46
C -1.21 1.44 -4.65
C -1.62 1.56 -5.97
C -2.75 2.30 -6.25
C -3.46 2.90 -5.22
C -3.04 2.80 -3.90
C -1.89 2.08 -3.59
H -1.41 -4.68 -2.44
H 0.78 -4.38 -3.56
H 1.48 -2.16 -4.34
H -2.23 -0.51 -2.94
H -2.90 -2.74 -2.12
H 2.83 1.81 -4.43
H 4.48 1.70 -6.27
H 4.06 0.23 -8.21
H 1.99 -1.10 -8.34
H 0.33 -0.99 -6.52
H -1.06 1.08 -6.77
H -3.08 2.41 -7.27
H -4.35 3.48 -5.45
H -3.61 3.29 -3.12
C -2.02 -0.51 0.73
C -1.86 -0.80 2.21
As -2.88 -2.44 2.76
C -1.80 -2.81 4.34
C -1.06 -1.85 5.02
C -0.30 -2.21 6.13
C -0.30 -3.52 6.58
C -1.06 -4.48 5.92
C -1.81 -4.12 4.81
C -1.94 -3.63 1.52
C -0.55 -3.74 1.50
C 0.07 -4.62 0.63
C -0.69 -5.40 -0.23
C -2.07 -5.30 -0.23
C -2.69 -4.41 0.64
P -0.74 0.69 0.13
C -0.79 2.11 1.30
C 0.40 2.64 1.59
C -0.09 5.10 1.85
C -1.61 5.12 2.24
C -2.49 3.85 2.43
C -2.14 2.64 1.64
C 0.83 -0.19 0.44
C 1.50 -0.25 1.66
C 2.61 -1.08 1.79
C 3.05 -1.85 0.72
C 2.37 -1.81 -0.49
C 1.27 -0.98 -0.63
H -3.01 -0.14 0.47
H -1.83 -1.41 0.14
H -2.21 0.03 2.83
H -0.82 -1.00 2.45
H -1.07 -0.81 4.71
H 0.28 -1.46 6.65
H 0.29 -3.79 7.45
H -1.07 -5.50 6.28
H -2.40 -4.87 4.30
H 0.05 -3.17 2.20
H 1.15 -4.71 0.64
H -0.20 -6.11 -0.89
H -2.67 -5.92 -0.88
H -3.78 -4.33 0.66
H 1.28 2.15 1.21
H 0.41 6.05 2.01
H -1.97 5.99 2.77
H -3.24 3.81 3.21
H -2.87 1.85 1.76
H 1.17 0.33 2.51
H 3.14 -1.12 2.74
H 3.91 -2.49 0.84
H 2.69 -2.42 -1.32
H 0.73 -0.95 -1.57
F 2.45 4.96 1.06
C 2.21 4.21 2.13
C 3.19 3.66 2.83
F 4.45 3.87 2.49
C 2.92 2.82 3.99
C 1.58 2.97 4.54
C 0.60 3.57 3.86
F -0.60 3.69 4.42
C 0.74 3.92 2.39
C -0.55 4.84 0.38
C -0.08 4.12 -0.69
N 0.15 3.39 -1.56
C -1.86 4.81 0.82
N -2.82 3.79 0.97
F 1.34 2.51 5.76
C 3.83 1.96 4.51
C 3.56 1.09 5.61
N 3.35 0.32 6.44
C 5.10 1.71 3.88
N 6.07 1.42 3.34

Computed properties:
* ΔE to the lowest compared entry with this formula, charge and spin: 122.2 kcal/mol
* 2S+1: 1
* strongest force on any atom: 0.0253 hartree/bohr
* total charge: +2
* E: -161511.418 eV